Entry 1:
ORCA calculation (ωB97M-V with the def2-TZVPD basis set) on an isolated molecule of C5H8O2 at a distorted geometry.

```
15
Properties=species:S:1:pos:R:3:forces:R:3:lowdin_charge:R:1
C -0.799 -0.288 -0.185 4.5 -0.5 -0.2 -0.135
C -1.579 -1.327 -0.263 0.9 -0.9 0.0 -0.019
C -0.640 1.137 0.166 0.1 -0.1 0.5 -0.135
C 1.011 1.390 0.352 -1.6 2.5 -2.3 -0.154
C 1.321 -0.676 -0.578 -4.6 0.8 0.4 -0.247
O 1.663 0.658 -0.643 0.6 -2.0 0.1 -0.113
O 1.583 -1.388 0.558 -3.5 1.6 0.7 0.037
H -1.168 -2.305 -0.560 -0.2 0.5 0.0 0.063
H -2.562 -1.366 0.105 -1.4 0.2 0.3 0.032
H -1.202 1.601 -0.664 1.0 0.8 0.2 0.111
H -1.141 1.474 1.117 0.5 -0.5 -0.8 0.118
H 1.375 2.461 0.012 -1.1 -1.8 1.7 0.156
H 1.228 1.065 1.362 0.3 0.2 0.1 0.104
H 1.457 -1.300 -1.450 0.3 0.7 -0.6 0.135
H 2.437 -1.663 0.577 4.2 -1.4 0.0 0.047
```
Forces are in eV/Å.

HOMO	-8.25	eV
energy above the lowest of the compared OMol25 structures with the same formula, charge and spin	101.20	kcal per mole
frontier orbital gap	9.1	eV

Entry 2:
ORCA calculation (ωB97M-V with the def2-TZVPD basis set) on an isolated molecule of C5H8O2.

```
15
Properties=species:S:1:pos:R:3:forces:R:3:lowdin_charge:R:1
C -0.087 -1.953 -1.276 0.0 0.0 0.0 -0.112
C 0.576 -0.972 -0.315 0.1 0.0 0.0 -0.251
C -0.397 0.112 0.146 0.0 0.0 0.0 -0.140
C 0.225 1.015 1.171 0.4 -0.4 0.3 -0.424
O 1.071 0.746 1.964 -0.5 0.2 -0.4 0.167
C -0.512 2.964 0.106 0.0 0.0 0.4 0.099
O -0.318 2.342 1.245 -0.1 0.2 -0.3 -0.057
H -0.912 -2.484 -0.787 0.1 0.1 -0.1 0.075
H 0.631 -2.699 -1.632 -0.1 0.1 0.1 0.072
H -0.491 -1.436 -2.153 0.0 -0.1 0.1 0.076
H 1.432 -0.491 -0.803 -0.1 -0.1 0.1 0.120
H 0.974 -1.499 0.559 -0.1 0.1 -0.1 0.114
H -0.754 0.723 -0.687 0.1 -0.1 0.1 0.094
H -1.283 -0.336 0.621 0.1 0.1 0.0 0.142
H -0.859 3.965 0.453 0.0 -0.2 -0.1 0.027
```
Forces are in eV/Å.

HOMO	-9.15	eV
energy above the lowest of the compared OMol25 structures with the same formula, charge and spin	70.64	kcal per mole
frontier orbital gap	9.3	eV

Entry 3:
ORCA calculation (ωB97M-V with the def2-TZVPD basis set) on a cluster of 2 separate species, C5H8O2 in total.

```
15
Properties=species:S:1:pos:R:3:forces:R:3:lowdin_charge:R:1
O 1.775 -1.228 -0.247 -0.1 0.0 0.0 -0.037
C 0.929 -0.161 -0.685 0.2 -0.1 0.0 -0.331
C -0.541 -0.549 -1.001 -0.1 0.1 -0.1 -0.099
C -0.948 0.264 0.217 -0.4 0.5 0.0 -0.333
C -2.121 0.704 0.648 0.1 0.1 -0.1 0.058
O 0.155 -1.910 1.118 0.2 -0.8 0.5 0.032
C 0.483 0.633 0.562 0.0 0.3 0.0 -0.100
H 1.515 -2.074 -0.626 -0.1 0.1 -0.3 0.095
H 1.419 0.431 -1.467 0.1 -0.2 0.2 0.142
H -0.765 -1.618 -0.960 0.1 0.2 0.0 0.105
H -0.935 -0.147 -1.940 0.1 0.0 0.1 0.118
H -2.192 1.412 1.468 0.0 -0.2 0.0 0.063
H -3.048 0.431 0.150 0.1 -0.1 0.1 0.062
H 0.879 0.179 1.477 -0.1 0.2 -0.2 0.108
H 0.700 1.703 0.563 -0.1 0.0 -0.1 0.117
```
Forces are in eV/Å.

HOMO (alpha / beta)	-9.47 / -9.47	eV
energy above the lowest of the compared OMol25 structures with the same formula, charge and spin	167.19	kcal per mole
frontier orbital gap (alpha / beta)	7.6 / 7.6	eV

Entry 4:
ORCA calculation (ωB97M-V with the def2-TZVPD basis set) on a cluster of 3 separate species, C5H8O2 in total at a distorted geometry.

```
15
Properties=species:S:1:pos:R:3:forces:R:3:lowdin_charge:R:1
C -2.080 -0.089 -0.088 -0.1 0.7 0.1 -0.053
C -1.044 0.758 0.175 -0.2 -0.2 -0.2 -0.253
O -0.417 0.823 1.352 -0.2 0.2 0.0 -0.031
C 0.999 0.652 1.123 0.2 0.2 0.2 -0.196
C 1.365 -0.697 0.577 0.4 0.4 0.4 0.013
C 1.453 0.331 -0.216 0.1 -0.1 0.2 -0.362
O 1.639 0.901 -1.411 0.1 -0.3 0.0 0.086
H -1.054 -1.412 -0.444 2.0 -0.5 -0.8 0.112
H -2.746 -0.356 0.730 0.4 -0.7 0.0 0.082
H -2.554 0.025 -1.057 0.0 0.0 0.1 0.067
H -0.607 1.371 -0.613 0.0 -0.3 0.0 0.132
H 1.572 1.194 1.873 -0.2 0.0 0.0 0.141
H 0.343 -2.008 -0.892 -2.8 0.6 0.5 0.059
H 1.377 -1.699 0.966 0.3 0.1 -0.4 0.080
H 1.754 0.206 -2.076 0.0 0.0 0.1 0.122
```
Forces are in eV/Å.

HOMO (alpha / beta)	-7.86 / -7.86	eV
energy above the lowest of the compared OMol25 structures with the same formula, charge and spin	195.71	kcal per mole
frontier orbital gap (alpha / beta)	8.0 / 8.0	eV

Entry 5:
ORCA calculation (ωB97M-V with the def2-TZVPD basis set) on an isolated molecule of C5H8O2 at a distorted geometry.

```
15
Properties=species:S:1:pos:R:3:forces:R:3:lowdin_charge:R:1
O -1.652 1.107 0.417 -0.1 -0.3 -0.2 -0.055
C -1.499 -0.222 -0.055 0.0 -0.6 -0.1 -0.257
C -0.055 -0.596 -0.178 -0.1 -0.2 -0.1 -0.284
C 0.832 -0.400 1.077 0.1 -0.1 0.2 -0.040
C 1.858 0.269 0.162 0.4 0.1 0.1 -0.382
O 3.028 0.518 0.265 -0.6 -0.1 -0.1 0.102
C 0.848 0.377 -0.982 0.1 0.0 -0.1 -0.042
H -2.441 1.212 -0.099 -0.9 1.8 0.3 0.071
H -2.065 -0.894 0.605 0.3 -0.2 0.0 0.125
H -1.990 -0.255 -1.044 0.3 -0.4 0.1 0.127
H -0.026 -1.616 -0.567 0.3 0.0 0.0 0.143
H 0.399 0.329 1.773 0.1 -0.1 -0.1 0.128
H 1.156 -1.286 1.629 0.0 0.1 -0.1 0.120
H 0.417 1.385 -1.030 0.1 -0.2 0.1 0.125
H 1.190 0.074 -1.975 0.0 0.0 0.2 0.119
```
Forces are in eV/Å.

HOMO	-9.46	eV
energy above the lowest of the compared OMol25 structures with the same formula, charge and spin	34.01	kcal per mole
frontier orbital gap	10.2	eV
SMILES string	O=C1CC(CO)C1

Entry 6:
ORCA calculation (ωB97M-V with the def2-TZVPD basis set) on a structure of composition C5H8O2.

```
15
Properties=species:S:1:pos:R:3:forces:R:3:lowdin_charge:R:1
O 2.415 -1.018 -0.033 -0.1 -0.2 -0.1 -0.056
C 1.361 -0.830 0.774 0.1 0.2 0.1 -0.062
C 0.364 1.004 -0.250 0.2 0.3 0.0 -0.018
C -1.107 0.958 -0.562 -0.1 0.4 0.0 -0.321
C -1.486 0.004 0.582 0.0 0.0 0.1 -0.061
C -0.428 -0.728 -0.240 -0.2 -0.6 0.0 -0.243
O -0.992 -0.173 -1.462 0.0 0.0 -0.2 -0.081
H 2.308 -1.870 -0.485 0.0 0.2 0.1 0.103
H 1.604 0.074 1.352 -0.1 -0.1 0.0 0.047
H 0.663 1.597 0.616 -0.1 -0.1 -0.1 0.090
H 1.029 1.115 -1.107 -0.1 -0.1 0.1 0.108
H -1.680 1.818 -0.923 0.1 -0.2 0.1 0.145
H -1.239 0.291 1.607 0.0 0.0 -0.2 0.115
H -2.482 -0.438 0.496 0.1 0.1 0.0 0.115
H -0.330 -1.805 -0.362 0.1 0.2 0.1 0.119
```
Forces are in eV/Å.

HOMO	-7.99	eV
energy above the lowest of the compared OMol25 structures with the same formula, charge and spin	176.86	kcal per mole
frontier orbital gap	8.7	eV

Entry 7:
ORCA calculation (ωB97M-V with the def2-TZVPD basis set) on an isolated molecule of C5H8O2 at a distorted geometry.

```
15
Properties=species:S:1:pos:R:3:forces:R:3:lowdin_charge:R:1
C -1.707 0.334 1.171 0.0 0.1 0.1 0.004
C -0.786 -0.455 0.296 -0.3 -0.5 -0.2 -0.385
C 0.511 0.731 -1.339 -0.5 1.6 -0.5 0.124
C 0.645 0.010 -0.091 -0.5 -0.9 -0.1 -0.630
O 1.273 0.634 1.038 0.0 0.2 -0.4 0.013
C 1.217 -1.225 -0.626 1.2 -1.2 0.6 0.140
O -1.139 -1.506 -0.199 -0.4 0.5 0.4 0.076
H -2.735 0.164 0.837 0.2 0.1 0.1 0.091
H -1.465 1.397 1.196 0.0 -0.1 0.0 0.084
H -1.605 -0.067 2.185 0.0 0.1 0.0 0.099
H 1.154 0.570 -2.190 0.2 0.0 0.2 0.061
H -0.242 1.516 -1.443 0.0 -0.3 -0.1 0.079
H 1.873 1.300 0.673 0.0 -0.1 0.2 0.096
H 1.939 -1.250 -1.429 0.1 0.3 0.1 0.068
H 1.067 -2.152 -0.079 0.0 0.1 -0.3 0.082
```
Forces are in eV/Å.

HOMO (alpha / beta)	-8.96 / -8.57	eV
energy above the lowest of the compared OMol25 structures with the same formula, charge and spin	103.19	kcal per mole
frontier orbital gap (alpha / beta)	9.1 / 8.1	eV

Entry 8:
ORCA calculation (ωB97M-V with the def2-TZVPD basis set) on a cluster of 2 separate species, C5H8O2 in total.

```
15
Properties=species:S:1:pos:R:3:forces:R:3:lowdin_charge:R:1
O 2.475 -1.092 -1.527 -0.1 -0.1 0.0 -0.069
C 1.240 0.533 0.713 -0.3 0.1 0.2 0.033
C -0.026 0.320 0.381 0.3 0.1 0.2 -0.312
C -1.021 1.085 -0.481 0.0 0.1 -0.1 -0.039
C -2.104 0.174 0.116 -0.5 -0.1 -0.1 -0.378
O -3.301 0.197 0.121 0.6 0.0 0.0 0.113
C -1.053 -0.734 0.771 0.0 -0.1 0.1 -0.039
H 2.738 -1.538 -0.713 0.0 0.1 -0.1 0.033
H 1.759 -0.117 1.415 -0.1 0.1 -0.2 0.074
H 1.787 1.396 0.342 -0.1 -0.1 0.0 0.078
H 1.659 -0.632 -1.283 0.3 -0.1 0.0 -0.005
H -1.144 2.162 -0.328 0.0 -0.2 0.0 0.126
H -0.883 0.892 -1.552 -0.1 0.0 0.1 0.129
H -1.202 -0.985 1.827 0.1 0.1 -0.2 0.126
H -0.924 -1.661 0.199 -0.1 0.0 0.1 0.130
```
Forces are in eV/Å.

HOMO	-9.93	eV
energy above the lowest of the compared OMol25 structures with the same formula, charge and spin	40.94	kcal per mole
frontier orbital gap	10.5	eV
SMILES string	C=C1CC(=O)C1.O

Entry 9:
ORCA calculation (ωB97M-V with the def2-TZVPD basis set) on an isolated molecule of C5H8O2 at a distorted geometry.

```
15
Properties=species:S:1:pos:R:3:forces:R:3:lowdin_charge:R:1
O -1.356 0.383 1.707 0.4 0.1 0.4 0.080
C -0.823 1.099 0.910 -0.6 0.0 -1.3 -0.306
C 0.614 1.359 0.621 0.9 0.5 0.7 -0.178
C 1.035 1.004 -0.803 0.1 -0.6 0.0 -0.198
C 1.045 -0.529 -1.012 -0.1 0.4 0.2 -0.152
C -0.281 -1.256 -0.925 0.6 -0.5 -0.8 -0.287
O -0.433 -2.261 -0.289 -0.2 0.0 0.3 0.067
H -1.430 1.641 0.138 -0.3 0.0 0.3 0.131
H 1.307 0.912 1.341 -0.3 -0.2 0.0 0.126
H 0.708 2.449 0.737 0.1 -0.1 0.0 0.124
H 2.069 1.319 -0.940 -0.1 0.2 0.0 0.110
H 0.436 1.574 -1.516 -0.1 -0.3 -0.2 0.112
H 1.723 -0.962 -0.274 -0.1 -0.1 0.1 0.121
H 1.451 -0.803 -1.991 -0.1 0.2 -0.1 0.121
H -1.048 -0.944 -1.662 -0.2 0.3 0.2 0.129
```
Forces are in eV/Å.

HOMO	-9.89	eV
energy above the lowest of the compared OMol25 structures with the same formula, charge and spin	27.19	kcal per mole
frontier orbital gap	10.5	eV
SMILES string	O=CCCCC=O

Entry 10:
ORCA calculation (ωB97M-V with the def2-TZVPD basis set) on a cluster of 2 separate species, C5H8O2 in total.

```
15
Properties=species:S:1:pos:R:3:forces:R:3:lowdin_charge:R:1
C 0.277 -1.112 -1.245 0.0 -0.2 0.0 -0.005
C -0.250 0.287 -1.409 0.1 0.0 -0.2 -0.238
O -1.233 0.756 -0.528 0.0 0.0 0.1 -0.032
C -0.765 1.122 0.704 0.1 0.1 0.2 -0.142
C 0.482 0.936 1.134 -0.2 0.1 0.0 -0.141
O 1.482 0.349 0.406 0.0 0.0 0.0 -0.032
C 1.148 0.072 -0.925 0.1 0.0 -0.2 -0.238
H -0.108 -1.662 -0.389 0.1 0.1 -0.1 0.120
H 0.492 -1.709 -2.127 0.0 0.1 0.1 0.107
H -0.401 0.689 -2.406 0.0 -0.1 0.2 0.153
H -1.531 1.571 1.322 0.2 -0.1 -0.1 0.123
H -1.404 -1.695 2.592 0.0 0.0 0.0 0.038
H 0.805 1.228 2.124 -0.1 0.0 -0.1 0.123
H -0.966 -1.150 2.335 -0.1 -0.1 0.0 0.011
H 1.972 0.319 -1.588 -0.1 0.0 0.1 0.153
```
Forces are in eV/Å.

HOMO	-8.26	eV
energy above the lowest of the compared OMol25 structures with the same formula, charge and spin	79.77	kcal per mole
frontier orbital gap	9.3	eV
SMILES string	C1=CO[C@@H]2C[C@@H]2O1.[H][H]

Entry 11:
ORCA calculation (ωB97M-V with the def2-TZVPD basis set) on a cluster of 2 separate species, C5H8O2 in total at a distorted geometry.

```
15
Properties=species:S:1:pos:R:3:forces:R:3:lowdin_charge:R:1
C -0.773 -0.558 -0.659 1.3 0.0 -0.8 -0.038
C -0.442 0.675 0.124 -0.4 0.8 0.5 -0.531
O -0.752 1.795 -0.207 0.5 -0.2 0.4 0.057
C 0.655 0.328 1.113 0.0 0.2 0.1 -0.080
C 1.574 -0.543 0.211 -0.1 -0.1 -0.2 -0.078
C 0.785 -0.444 -1.099 -0.1 -0.9 -0.6 -0.368
O 1.170 -0.115 -2.185 -0.2 -0.4 0.5 0.134
H -2.756 0.416 0.124 -0.7 0.2 0.1 0.078
H -1.491 -0.437 -1.471 0.4 0.2 0.1 0.115
H -0.993 -1.462 -0.063 0.4 0.5 -0.1 0.132
H -2.513 1.116 0.028 -0.9 -0.3 0.1 0.083
H 1.113 1.255 1.452 0.1 -0.1 0.0 0.123
H 0.241 -0.218 1.969 0.1 0.1 -0.1 0.126
H 2.616 -0.206 0.180 -0.4 0.0 -0.3 0.124
H 1.565 -1.603 0.483 0.0 0.1 0.2 0.122
```
Forces are in eV/Å.

HOMO	-9.64	eV
energy above the lowest of the compared OMol25 structures with the same formula, charge and spin	57.36	kcal per mole
frontier orbital gap	9.8	eV
SMILES string	O=C1CCC(=O)C1.[H][H]

Entry 12:
ORCA calculation (ωB97M-V with the def2-TZVPD basis set) on an isolated molecule of C5H8O2.

```
15
Properties=species:S:1:pos:R:3:forces:R:3:lowdin_charge:R:1
C 0.866 0.501 -1.260 0.0 0.0 -0.1 0.000
C 0.486 -0.345 -0.048 0.0 0.2 0.0 -0.520
O 1.436 -1.338 0.238 0.0 -0.2 -0.2 0.023
C 0.062 0.471 1.194 0.2 0.1 0.1 -0.086
C -1.428 0.353 0.780 -0.2 0.0 0.0 -0.064
C -0.989 -0.771 -0.160 -0.3 -0.4 -0.3 -0.338
O -1.536 -1.693 -0.704 0.3 0.4 0.3 0.126
H 1.779 1.069 -1.063 -0.1 -0.1 0.0 0.092
H 1.031 -0.151 -2.126 0.0 0.1 0.1 0.092
H 0.065 1.202 -1.524 0.1 -0.1 0.1 0.093
H 1.419 -1.980 -0.485 0.0 0.0 0.1 0.108
H 0.277 -0.107 2.097 0.0 0.1 -0.1 0.123
H 0.483 1.474 1.289 -0.1 -0.1 -0.1 0.115
H -2.161 0.088 1.545 0.1 0.0 -0.1 0.116
H -1.790 1.227 0.227 0.0 -0.2 0.1 0.119
```
Forces are in eV/Å.

HOMO	-9.35	eV
energy above the lowest of the compared OMol25 structures with the same formula, charge and spin	22.69	kcal per mole
frontier orbital gap	10.2	eV
SMILES string	C[C@@]1(O)CCC1=O